(1)
ORCA calculation (the ωB97M-V functional and the def2-TZVPD basis) on 2 unconnected molecules or ions with the total composition C19H29I2N3O6PS.

Computed properties:
total charge = +1
gap between HOMO and LUMO = 7.24 eV
HOMO = -10.59 eV
LUMO energy = -3.348 eV
F_max = 0.0897 Eh/bohr
spin multiplicity = 1

Geometry as XYZ:
```
61
C19H29I2N3O6PS the ωB97M-V functional and the def2-TZVPD basis
C 2.621 -4.081 4.701
C 1.276 -3.377 5.263
O 0.507 -4.022 6.009
O 1.050 -2.054 4.803
C -0.241 -1.901 4.172
C -0.495 -2.757 2.866
C -0.028 -2.185 1.477
C -0.606 -2.788 0.139
S -1.882 -4.133 0.308
C -0.108 -2.258 -1.260
P -0.839 -3.021 -2.869
N -2.435 -2.225 -3.032
O -1.006 -4.714 -2.709
C 0.976 -1.125 -1.394
C 1.542 -0.598 -2.784
I 1.167 1.547 -3.123
C 3.113 -1.022 -3.053
C 3.599 -2.186 -2.024
I 4.490 0.665 -3.138
C 1.492 -0.531 -0.071
C 0.986 -1.052 1.309
C 1.761 -0.153 2.333
O 1.546 0.425 3.402
N 3.073 0.064 1.615
C 2.566 0.584 0.300
O 2.919 1.641 -0.242
H 3.483 -4.025 5.452
H 2.425 -5.130 4.300
H 2.969 -3.460 3.790
H -0.517 -0.807 3.939
H -1.024 -2.234 4.955
H -1.637 -2.925 2.795
H -0.067 -3.829 2.954
H -3.137 -3.558 0.492
H -2.342 -1.723 -3.938
H -3.185 -2.924 -3.136
H -1.955 -4.984 -2.645
H 0.964 -1.122 -3.634
H 3.164 -1.523 -4.091
H 2.859 -3.065 -2.020
H 3.743 -1.808 -0.961
H 4.564 -2.609 -2.493
H 3.342 -0.936 1.506
C -3.471 5.302 -0.115
C -1.965 5.476 -0.258
C -1.507 5.664 -1.707
O -1.545 4.413 -2.388
C -2.723 4.202 -3.171
N -1.300 4.231 0.253
H -3.816 4.339 -0.499
H -3.763 5.351 0.939
H -4.004 6.094 -0.643
H -1.627 6.307 0.366
H -0.457 5.973 -1.701
H -2.066 6.446 -2.227
H -3.172 5.137 -3.514
H -3.449 3.631 -2.589
H -2.447 3.605 -4.041
H -1.702 3.877 1.124
H -0.292 4.368 0.386
H -1.389 3.505 -0.477
```

***

(2)
ORCA calculation (the ωB97M-V functional and the def2-TZVPD basis) on a molecular structure, FLi2O2P.

Computed properties:
gap between HOMO and LUMO (alpha / beta) = 6.83 / 6.81 eV
HOMO (alpha / beta) = -7.96 / -7.95 eV
LUMO energy (alpha / beta) = -1.132 / -1.132 eV
F_max = 0.0235 Eh/bohr
spin multiplicity = 1

Geometry as XYZ:
```
6
FLi2O2P the ωB97M-V functional and the def2-TZVPD basis
P -1.810 -0.401 0.267
F 1.963 0.198 -1.589
Li 0.575 -0.758 -1.036
O -0.645 0.195 1.198
O 0.687 -0.139 0.846
Li 1.813 1.082 -0.034
```

***

(3)
ORCA calculation (the ωB97M-V functional and the def2-TZVPD basis) on a molecular structure, C27H35As2N4O14Y.

Computed properties:
total charge = +2
ΔE to the lowest compared entry with this formula, charge and spin = 0.0000 eV
gap between HOMO and LUMO = 6.93 eV
HOMO = -13.37 eV
LUMO energy = -6.440 eV
F_max = 0.0045 Eh/bohr
spin multiplicity = 1

Geometry as XYZ:
```
83
C27H35As2N4O14Y the ωB97M-V functional and the def2-TZVPD basis
Y -0.633 0.208 1.529
O -0.086 -4.440 0.861
C 0.010 -3.187 1.242
O -0.891 -2.372 1.197
C 1.356 -2.811 1.776
C 2.435 -3.679 1.878
C 3.623 -3.177 2.388
C 3.689 -1.842 2.768
C 2.554 -1.059 2.617
N 1.413 -1.535 2.134
C 2.438 0.404 2.918
O 3.394 1.050 3.539
O 1.433 1.000 2.575
H -0.967 -4.619 0.494
H 2.343 -4.708 1.562
H 4.491 -3.815 2.483
H 4.618 -1.442 3.151
H 4.132 0.488 3.814
N -0.808 2.567 2.957
C -1.026 3.814 2.177
C -2.193 3.633 1.183
C -2.009 2.218 0.749
O -0.987 1.912 0.055
O -2.654 1.297 1.331
H -1.573 2.453 3.618
H 0.034 2.679 3.513
H -0.112 4.001 1.615
H -1.214 4.671 2.823
H -2.086 4.337 0.360
H -3.161 3.760 1.662
C -3.652 -2.776 5.435
N -3.645 -1.452 4.801
C -4.732 -0.516 5.121
C -2.644 -1.065 4.080
N -1.744 -0.712 3.434
H -3.569 -2.669 6.516
H -2.817 -3.363 5.065
H -4.584 -3.282 5.191
H -4.698 -0.254 6.178
H -5.685 -0.991 4.893
H -4.629 0.382 4.517
C -3.424 -1.080 -0.311
O -2.016 -0.848 -0.598
C -1.609 -1.493 -1.736
O -2.374 -2.145 -2.390
C -0.141 -1.468 -1.995
C 0.300 -1.556 -3.271
As -0.763 -0.375 -4.415
C 0.075 -0.386 -6.173
C 0.304 1.089 -3.523
C 0.796 1.161 -2.282
As 0.947 -0.265 -0.934
C 2.817 -0.791 -1.066
C 1.310 2.461 -1.764
O 1.127 3.541 -2.249
O 2.024 2.266 -0.631
C 2.548 3.468 -0.038
C 0.512 2.222 -4.505
O 1.543 2.271 -5.111
O -0.520 3.010 -4.797
C -1.639 3.084 -3.901
C 1.719 -1.960 -3.530
O 2.179 -2.956 -3.028
O 2.355 -1.174 -4.384
C 3.686 -1.589 -4.757
H -3.617 -0.617 0.647
H -3.618 -2.149 -0.295
H -4.034 -0.617 -1.083
H 0.030 -1.408 -6.548
H 1.095 -0.025 -6.161
H -0.542 0.245 -6.813
H 3.219 -0.527 -2.040
H 2.918 -1.861 -0.901
H 3.352 -0.222 -0.306
H 3.031 3.161 0.885
H 1.742 4.171 0.161
H 3.266 3.931 -0.711
H -2.331 3.779 -4.365
H -1.315 3.466 -2.935
H -2.126 2.114 -3.789
H 4.045 -0.823 -5.436
H 3.646 -2.559 -5.246
H 4.321 -1.654 -3.876
```

***

(4)
ORCA calculation (the ωB97M-V functional and the def2-TZVPD basis) on a molecular structure, C24H34F3NO8P2Pd.

Computed properties:
total charge = -2
gap between HOMO and LUMO = 5.91 eV
HOMO = -1.69 eV
LUMO energy = 4.218 eV
F_max = 0.0074 Eh/bohr
spin multiplicity = 1

Geometry as XYZ:
```
73
C24H34F3NO8P2Pd the ωB97M-V functional and the def2-TZVPD basis
Pd -0.375 0.436 1.766
C 2.721 3.487 5.196
C 2.353 4.604 4.240
C 3.407 5.694 4.197
O 2.230 4.100 2.888
P 0.871 3.352 2.441
O -0.088 3.239 3.541
C 1.452 1.861 1.614
P 2.420 0.691 2.618
O 1.911 0.396 3.964
O 3.856 1.384 2.759
C 4.967 1.533 1.863
C 5.703 2.774 2.340
C 4.625 1.630 0.396
O 2.813 -0.532 1.692
C 2.023 -1.738 1.541
C 2.630 -2.807 2.426
C 2.031 -2.075 0.068
O 0.295 4.231 1.246
C 0.948 5.140 0.335
C 2.268 4.644 -0.215
C 1.053 6.500 1.008
H 2.812 3.888 6.210
H 3.670 3.037 4.901
H 1.965 2.702 5.189
H 1.385 5.022 4.525
H 4.358 5.280 3.859
H 3.548 6.110 5.197
H 3.123 6.503 3.523
H 2.143 2.189 0.827
H 0.642 1.464 0.852
H 5.593 0.648 2.025
H 5.038 3.634 2.244
H 6.589 2.946 1.725
H 6.006 2.677 3.384
H 4.160 2.582 0.135
H 3.975 0.833 0.046
H 5.558 1.576 -0.170
H 0.999 -1.520 1.860
H 3.663 -3.008 2.128
H 2.053 -3.731 2.340
H 2.615 -2.481 3.466
H 3.052 -2.258 -0.278
H 1.622 -1.244 -0.507
H 1.426 -2.966 -0.112
H 0.240 5.212 -0.493
H 3.014 4.550 0.574
H 2.635 5.354 -0.959
H 2.166 3.695 -0.744
H 1.761 6.455 1.836
H 0.081 6.808 1.394
H 1.403 7.247 0.292
N -7.421 -6.475 3.674
C -6.618 -5.681 3.441
C -5.622 -4.696 3.151
C -4.645 -4.374 4.099
C -3.688 -3.424 3.819
C -3.660 -2.750 2.579
C -4.655 -3.090 1.638
C -5.613 -4.040 1.916
C -2.678 -1.779 2.297
C -1.800 -0.951 2.060
H -4.647 -4.879 5.057
H -2.933 -3.174 4.551
H -4.648 -2.584 0.682
H -6.367 -4.286 1.179
F 4.976 0.578 -3.833
C 3.710 1.039 -4.025
F 3.746 1.753 -5.173
F 2.954 -0.045 -4.283
C 3.231 1.873 -2.781
O 3.560 3.068 -2.827
O 2.643 1.205 -1.920
```

***

| no. | total energy (eV) |
| --- | --- |
| 1 | -73240.504 |
| 2 | -16510.619 |
| 3 | -185902.821 |
| 4 | -73525.571 |